17
Properties=species:S:1:pos:R:3:lowdin_charge:R:1 method="wB97M-V/def2-TZVPD" multiplicity=1 de_lowest_kcal_mol=82.52 e_lumo_ha=0.131 total_charge=-1
C -2.66385 -0.11130 -0.90649 -0.195
C -2.80269 -0.08132 0.48633 -0.203
C -0.86377 -0.73889 -0.04521 -0.591
C 0.78139 -1.07714 1.96842 -0.368
C 0.82682 -0.05817 2.73595 -0.090
N -1.39791 -0.53850 -1.22184 -0.004
N -1.62591 -0.50150 1.03056 0.002
O 1.23433 -2.46433 -0.15336 -0.571
O 0.63419 -1.99132 -2.63748 -0.148
S 0.96206 -1.06192 0.15274 0.954
H -3.23279 0.29022 -1.66880 0.041
H -3.50923 0.29140 1.16302 0.049
H 0.80306 -2.09298 2.24815 0.058
H -0.26120 -1.73060 -2.37052 -0.023
H 0.69481 0.90729 2.43170 0.016
H 0.73024 -0.14703 3.93249 0.106
H 1.16894 -2.36912 -1.91327 -0.033

77
Properties=species:S:1:pos:R:3:lowdin_charge:R:1 method="wB97M-V/def2-TZVPD" multiplicity=1 e_lumo_ha=0.090 total_charge=-1
C 4.53242 -3.65071 -0.00189 0.047
C 4.31509 -2.44551 0.51316 -0.074
C 3.52915 -2.33257 1.78507 -0.486
O 3.20369 -3.33499 2.39220 0.093
O 3.23145 -1.11634 2.29215 0.004
C 2.77747 -0.12895 1.32754 -0.163
C 2.52926 1.16796 2.07306 -0.177
C 1.19382 1.28416 2.80833 -0.208
C -0.03263 0.95858 1.93724 -0.202
C -0.07420 1.78448 0.66908 -0.178
C -1.28201 1.49157 -0.25218 -0.108
C -0.88669 0.67992 -1.48623 -0.408
C -0.21159 1.52361 -2.58345 -0.134
N 0.32083 2.83905 -2.13277 -0.095
C -0.49027 3.93154 -2.69584 -0.129
O -0.13742 -0.41185 -1.02643 -0.024
B -1.07450 -1.49120 -0.54723 -0.650
C -0.69429 -3.01016 -1.02464 -0.156
C 0.81271 -3.20667 -1.31740 -0.133
O -2.35132 -1.09352 -1.26672 -0.106
C -2.07863 -0.08903 -2.21907 -0.496
C -1.70252 -0.95013 -3.45265 -0.160
C -1.91139 -0.33875 -4.86444 -0.434
S -0.40954 0.19575 -5.75216 0.956
C 0.78277 -0.96461 -5.28898 -0.701
N 1.02235 -2.13922 -5.77700 0.048
N 2.07658 -2.67725 -5.11073 0.049
C 2.43475 -1.80015 -4.23137 -0.194
O 1.67960 -0.70662 -4.29322 0.011
P -3.70399 0.75646 -2.24937 0.753
O -4.24650 1.18264 -0.94312 -0.428
H 4.81512 -3.78501 -1.03597 0.060
H 4.38966 -4.55254 0.57252 0.071
H 4.69571 -1.59545 -0.03291 0.091
H 1.92705 -0.47032 0.73738 0.127
H 3.60559 0.05897 0.64180 0.107
H 3.37324 1.28980 2.75488 0.112
H 2.61341 1.96791 1.33715 0.107
H 1.10627 2.25304 3.28152 0.085
H 1.20591 0.54528 3.61413 0.106
H -0.90748 1.18528 2.54301 0.093
H -0.02120 -0.10964 1.74632 0.085
H -0.13984 2.83729 0.95120 0.117
H 0.83424 1.66437 0.08928 0.089
H -2.09586 1.03120 0.29676 0.110
H -1.64841 2.47373 -0.56316 0.100
H 0.61686 0.96758 -3.00964 0.103
H -0.95055 1.71921 -3.36032 0.080
H 1.22906 2.93047 -2.56969 0.093
H -0.37960 3.94734 -3.78751 0.073
H -1.54122 3.72795 -2.50493 0.063
H -0.22791 4.88798 -2.25185 0.070
H -1.29797 -1.36532 0.64853 0.102
H -1.23393 -3.28332 -1.93339 0.071
H -0.96931 -3.76149 -0.28194 0.077
H 1.25614 -2.31806 -1.76855 0.037
H 1.30641 -3.48247 -0.38928 0.053
H 0.98450 -4.03055 -2.01766 0.057
H -0.70524 -1.36480 -3.33522 0.105
H -2.39121 -1.78490 -3.38681 0.119
H -2.41685 -1.07984 -5.47706 0.068
H -2.56290 0.53188 -4.85154 0.046
H 3.23043 -1.83031 -3.51477 0.131
H -3.55987 1.86408 -3.13589 0.003
H -4.64803 -0.09921 -2.86868 0.025
C -0.94844 2.17028 5.84583 -0.335
O -0.65080 2.34721 4.68409 0.018
N -1.79087 1.20852 6.27233 -0.198
C -2.11641 1.02980 7.67028 -0.070
C -2.38681 0.32349 5.28015 -0.028
H -0.54224 2.79128 6.66483 0.132
H -1.82228 0.02953 7.99665 0.087
H -3.19199 1.15005 7.82091 0.086
H -1.59153 1.76627 8.27589 0.078
H -1.60403 -0.20574 4.73624 0.096
H -2.96358 0.90652 4.56177 0.097
H -3.03762 -0.39490 5.77246 0.083

72
Properties=species:S:1:pos:R:3:lowdin_spin:R:1 method="wB97M-V/def2-TZVPD" multiplicity=2 s2=0.77 de_lowest_kcal_mol=32.61 e_lumo_ha="-0.022 / -0.059" total_charge=0
V 0.06160 -0.88684 0.39147 0.038
O -2.47917 -2.44790 2.76849 0.000
S -1.99474 -1.73627 1.64311 0.001
O -1.23491 -0.45902 1.91138 0.001
O -1.06842 -2.48954 0.71920 0.004
C -3.34704 -1.24544 0.63002 0.000
C -4.61537 -1.64904 1.02875 0.000
C -5.71158 -1.27355 0.26975 0.000
C -5.53599 -0.50305 -0.86728 0.000
C -4.26407 -0.10686 -1.25651 0.000
C -3.14427 -0.47401 -0.52444 0.000
P -1.48853 0.18360 -1.04946 0.002
C -1.77294 1.97933 -0.96785 0.000
C -2.17036 2.74626 -2.05986 0.000
C -2.41788 4.10530 -1.89824 0.000
C -2.27957 4.69616 -0.65087 0.000
C -1.90411 3.92983 0.44402 0.000
C -1.64975 2.57780 0.28786 0.000
C -1.35379 -0.24033 -2.80594 0.001
C -0.39230 0.42588 -3.56596 0.000
C -0.14018 0.02977 -4.86823 0.000
C -0.82943 -1.04855 -5.41577 0.000
C -1.76752 -1.72777 -4.65676 0.000
C -2.02705 -1.32765 -3.34905 0.001
H -4.72667 -2.24594 1.92324 0.000
H -6.70437 -1.58077 0.57102 0.000
H -6.39408 -0.19866 -1.45244 0.000
H -4.14116 0.49722 -2.14781 0.000
H -2.28711 2.29532 -3.03630 0.000
H -2.71798 4.70150 -2.75050 0.000
H -2.45854 5.75769 -0.53158 0.000
H -1.80030 4.38593 1.42031 0.000
H -1.34477 1.98761 1.14436 0.000
H 0.16884 1.24830 -3.13729 0.000
H 0.60592 0.55213 -5.45373 0.000
H -0.62262 -1.36549 -6.43076 0.000
H -2.29054 -2.58085 -5.07179 0.000
H -2.74667 -1.87655 -2.75706 0.000
O 0.57368 -6.93140 -2.92057 0.037
C 0.82768 -6.01659 -2.18691 0.013
S 1.25123 -6.17069 -0.48306 -0.021
C 1.48321 -4.46692 -0.14513 0.076
C 1.24934 -3.59086 -1.23196 0.262
S 1.40815 -1.85447 -1.26358 0.076
S 0.81737 -4.32158 -2.73299 0.087
S 1.96819 -4.03039 1.36968 0.412
O 1.28583 1.81360 -0.19234 -0.001
C 0.86504 0.76560 0.05244 0.000
Ge 1.89295 -0.34137 2.05802 0.001
C 3.73987 -0.55548 1.53432 0.003
C 4.57769 -1.28532 2.38032 0.002
C 5.93092 -1.43072 2.09651 0.000
C 6.46540 -0.84547 0.95647 0.000
C 5.64332 -0.11977 0.10249 0.000
C 4.29010 0.02234 0.38942 0.001
C 1.72624 1.34774 3.02262 0.000
C 2.32733 2.54200 2.61015 0.000
C 2.18010 3.70699 3.35362 0.000
C 1.43160 3.69723 4.52491 0.000
C 0.83979 2.51812 4.95580 0.000
C 0.98809 1.35230 4.20976 0.000
H 1.55645 -1.37465 3.15157 0.001
H 4.17202 -1.75811 3.26904 0.000
H 6.56478 -2.00123 2.76495 0.000
H 7.51868 -0.96005 0.73042 0.000
H 6.05454 0.33389 -0.79121 0.000
H 3.67018 0.58164 -0.30100 0.000
H 2.92933 2.56838 1.71014 0.000
H 2.65607 4.62224 3.02149 0.000
H 1.31818 4.60594 5.10423 0.000
H 0.26540 2.50277 5.87369 0.000
H 0.51866 0.43873 4.55918 0.000

73
Properties=species:S:1:pos:R:3:lowdin_charge:R:1 method="wB97M-V/def2-TZVPD" multiplicity=1 de_lowest_kcal_mol=0.00 e_lumo_ha=-0.263 total_charge=+1
Tl -0.24126 -0.41418 0.03468 1.149
C 5.29641 1.92228 -2.87728 0.187
C 4.77800 2.95345 -3.73874 -0.276
C 3.17998 3.28270 -3.69212 -0.227
O 2.61774 4.00029 -4.56354 0.130
C 2.50086 2.74153 -2.56213 0.141
C 3.05998 1.88129 -1.68627 -0.225
C 4.52605 1.44742 -1.83680 -0.258
O 5.14006 0.68060 -0.96923 0.071
O 2.23896 1.53761 -0.68221 0.033
O 5.48796 3.55022 -4.52031 0.163
H 6.31345 1.61510 -3.07134 0.159
H 1.47918 3.07586 -2.45831 0.136
C -3.65101 -1.74516 -1.03529 -0.271
C -3.60926 -2.41780 0.35725 -0.188
O -2.28690 -2.56907 0.92014 -0.104
O -2.97538 -0.55651 -1.10115 -0.115
H -4.69293 -1.63152 -1.33459 0.128
H -3.25759 -2.44016 -1.77711 0.112
H -3.99892 -3.40919 0.12619 0.124
H -4.22854 -1.78295 0.99095 0.109
H -2.31958 -3.35994 1.46333 0.089
H -3.51302 0.03533 -1.63244 0.104
C -0.79118 3.41087 1.13941 -0.198
C -0.89491 3.40916 -0.43049 -0.186
O -1.52647 2.20150 -0.90645 -0.122
O -0.02419 2.28507 1.54223 -0.117
H -1.78057 3.39797 1.59664 0.095
H -0.34268 4.34640 1.47365 0.125
H 0.08300 3.52225 -0.89848 0.090
H -1.41324 4.32726 -0.70715 0.119
H -1.90619 2.46652 -1.74739 0.083
H 0.49833 2.57293 2.29436 0.092
C 2.29982 -3.28029 0.66146 -0.183
C 2.71746 -2.78183 -0.77748 -0.213
O 2.41869 -1.41145 -0.88979 -0.135
O 0.85426 -3.16895 0.76021 -0.117
H 2.72159 -2.53109 1.33146 0.087
H 2.76526 -4.23074 0.92243 0.121
H 2.22482 -3.41447 -1.51584 0.109
H 3.78316 -2.96536 -0.91427 0.122
H 3.20733 -0.87713 -0.77087 0.058
H 0.59706 -3.78643 1.44881 0.087
C -0.68695 -0.82990 -3.72844 -0.257
C 0.09043 -2.02373 -3.34202 -0.237
O -0.27098 -2.48613 -2.04918 -0.128
O -0.39172 0.26966 -2.92152 -0.117
H -1.74182 -1.00810 -3.51965 0.118
H -0.46603 -0.60601 -4.77207 0.136
H 1.13691 -1.83334 -3.58020 0.127
H -0.23727 -2.88740 -3.92063 0.132
H -0.31693 -3.44357 -2.10188 0.098
H -0.49270 1.04483 -3.47875 0.089
C -2.96072 1.40466 2.78222 -0.241
C -3.67228 0.50064 3.73485 -0.198
O -2.74487 -0.23501 4.55702 -0.059
O -2.67904 0.74618 1.56547 -0.113
H -1.96778 1.64522 3.16211 0.114
H -3.46025 2.35179 2.57849 0.128
H -4.34453 -0.17233 3.20258 0.117
H -4.43126 0.95895 4.36889 0.122
H -3.27883 -0.65180 5.23729 0.104
H -3.48394 0.99329 1.10431 0.088
C 0.27184 -0.33886 3.78077 -0.211
C 1.65795 -0.81336 3.31636 -0.223
O 1.95538 -0.27320 2.04406 -0.133
O -0.66543 -0.95374 2.92595 -0.144
H 0.21833 0.73449 3.59866 0.102
H 0.03002 -0.61641 4.80673 0.128
H 1.88338 -1.87861 3.36650 0.117
H 2.34649 -0.36120 4.03019 0.119
H 2.90996 -0.20167 1.97152 0.096
H -1.54290 -0.92476 3.31429 0.040

13
Properties=species:S:1:pos:R:3:lowdin_charge:R:1 method="wB97M-V/def2-TZVPD" multiplicity=1 de_lowest_kcal_mol=95.94 e_lumo_ha=0.012 total_charge=0
O -1.38545 -1.71434 0.01961 0.093
C -0.72546 -0.70142 0.10988 -0.434
C -0.76441 0.32134 -1.03615 -0.104
O 0.39215 0.18619 -1.89107 -0.120
C 1.24320 -0.73192 -1.53016 0.100
C 0.33813 0.81974 1.78515 0.044
C 0.06040 -0.40283 1.33710 -0.100
H -0.77748 1.36124 -0.69853 0.117
H -1.64318 0.12356 -1.65170 0.134
H 2.01766 -0.66536 -2.32914 0.033
H 0.05153 1.72243 1.25099 0.060
H 0.85577 0.96831 2.72827 0.064
H 0.33714 -1.28695 1.90575 0.115

18
Properties=species:S:1:pos:R:3:lowdin_charge:R:1 method="wB97M-V/def2-TZVPD" multiplicity=1 de_lowest_kcal_mol=220.68 e_lumo_ha="-0.230 / -0.215" total_charge=+1
C -1.05458 1.60807 -1.90169 -0.239
C 0.03368 -0.11844 0.28835 -0.075
C -0.56359 2.13142 -0.75725 0.084
C -0.54608 -2.28272 0.38193 -0.143
C 0.98211 -2.30836 0.19587 -0.039
N -1.55366 1.03182 -2.73506 0.219
N -0.91719 -0.85697 0.50002 0.102
N -0.59405 3.05776 0.18095 -0.331
N 1.29844 -0.82411 -0.17065 0.086
O -1.06929 4.14322 0.10129 0.142
O -0.08395 2.64501 1.38279 0.079
H -1.10308 -2.76791 -0.52959 0.170
H -0.90438 -2.71832 1.26332 0.101
H 1.18987 -2.54554 1.18936 0.108
H 1.53804 -2.81972 -0.61158 0.146
H -0.27004 3.36074 2.05707 0.178
H 1.48466 -0.46137 -1.13728 0.185
H 2.13310 -0.27458 0.30215 0.227

Repeat the first record exactly.
17
Properties=species:S:1:pos:R:3:lowdin_charge:R:1 method="wB97M-V/def2-TZVPD" multiplicity=1 de_lowest_kcal_mol=82.52 e_lumo_ha=0.131 total_charge=-1
C -2.66385 -0.11130 -0.90649 -0.195
C -2.80269 -0.08132 0.48633 -0.203
C -0.86377 -0.73889 -0.04521 -0.591
C 0.78139 -1.07714 1.96842 -0.368
C 0.82682 -0.05817 2.73595 -0.090
N -1.39791 -0.53850 -1.22184 -0.004
N -1.62591 -0.50150 1.03056 0.002
O 1.23433 -2.46433 -0.15336 -0.571
O 0.63419 -1.99132 -2.63748 -0.148
S 0.96206 -1.06192 0.15274 0.954
H -3.23279 0.29022 -1.66880 0.041
H -3.50923 0.29140 1.16302 0.049
H 0.80306 -2.09298 2.24815 0.058
H -0.26120 -1.73060 -2.37052 -0.023
H 0.69481 0.90729 2.43170 0.016
H 0.73024 -0.14703 3.93249 0.106
H 1.16894 -2.36912 -1.91327 -0.033

Q: The highest multiplicity belongs to which entry?
A: C34H25GeO5PS5V

Q: Which of these has the highest multiplicity?
A: C34H25GeO5PS5V

Q: Look up the multiplicity of the fourth one.
A: 1